This record from the OMol25 dataset describes C50H50Cl3CoF5Ge2S4Si as an isolated structure in a non-equilibrium geometry. The level of theory is ωB97M-V/def2-TZVPD.

```
! RIJCOSX wB97M-V def2-TZVPD def2/J DEFGRID3
* xyz -1 5
Co -2.76 -3.01 -0.06
C 2.20 1.67 5.53
C 2.59 0.85 4.33
C 3.19 1.44 3.23
C 3.55 0.69 2.12
C 4.17 1.34 0.92
C 3.30 -0.69 2.12
C 2.68 -1.29 3.22
C 2.37 -2.76 3.24
C 2.34 -0.51 4.31
C 3.74 -1.48 0.95
C 5.06 -1.92 0.90
C 5.52 -2.61 -0.20
C 4.67 -2.87 -1.26
C 3.35 -2.45 -1.22
C 2.88 -1.75 -0.11
Ge 0.95 -1.21 -0.06
S -0.38 -2.94 0.17
S 0.26 0.18 -1.75
Ge -1.24 0.81 -0.11
S -2.91 -0.61 -0.29
S 0.25 0.27 1.55
C -1.78 2.76 0.01
C -2.71 3.13 0.99
C -3.14 4.44 1.07
C -2.66 5.40 0.19
C -1.72 5.05 -0.75
C -1.27 3.73 -0.85
C -0.20 3.45 -1.84
C -0.50 3.24 -3.18
C -1.92 3.17 -3.66
C 0.54 3.11 -4.09
C 1.86 3.17 -3.69
C 2.98 3.05 -4.68
C 2.14 3.37 -2.34
C 1.13 3.52 -1.41
C 1.45 3.75 0.04
C -3.21 2.15 1.98
C -2.49 1.91 3.15
C -1.21 2.63 3.45
C -3.00 1.01 4.07
C -4.20 0.35 3.87
C -4.74 -0.62 4.87
C -4.92 0.63 2.71
C -4.44 1.52 1.77
C -5.24 1.83 0.53
C 2.47 -2.76 -2.37
C 2.34 -1.86 -3.42
C 3.08 -0.56 -3.46
C 1.53 -2.20 -4.50
C 0.85 -3.40 -4.54
C -0.04 -3.77 -5.69
C 1.02 -4.30 -3.49
C 1.82 -4.00 -2.41
C 2.02 -5.00 -1.31
H 2.42 2.72 5.38
H 2.74 1.33 6.42
H 1.13 1.57 5.73
H 3.37 2.50 3.23
H 4.38 2.39 1.12
H 3.50 1.27 0.07
H 5.10 0.84 0.65
H 2.82 -3.28 2.39
H 1.29 -2.90 3.18
H 2.72 -3.21 4.16
H 1.86 -0.98 5.16
H 5.70 -1.71 1.74
H 6.55 -2.95 -0.23
H 5.02 -3.41 -2.13
H -3.85 4.71 1.84
H -3.01 6.42 0.26
H -1.31 5.79 -1.43
H -2.62 3.30 -2.85
H -2.10 2.20 -4.12
H -2.10 3.94 -4.41
H 0.30 2.95 -5.13
H 2.60 2.82 -5.67
H 3.68 2.27 -4.39
H 3.54 3.99 -4.74
H 3.17 3.42 -2.02
H 2.51 3.98 0.16
H 1.22 2.87 0.63
H 0.87 4.58 0.44
H -0.96 3.35 2.68
H -0.39 1.91 3.52
H -1.29 3.15 4.41
H -2.42 0.81 4.97
H -4.09 -0.70 5.73
H -4.85 -1.61 4.42
H -5.73 -0.31 5.21
H -5.85 0.12 2.54
H -6.12 1.20 0.48
H -4.64 1.65 -0.36
H -5.55 2.88 0.53
H 3.69 -0.41 -2.57
H 2.36 0.26 -3.52
H 3.73 -0.52 -4.33
H 1.42 -1.49 -5.31
H -0.07 -2.97 -6.42
H -1.06 -3.95 -5.33
H 0.31 -4.68 -6.17
H 0.50 -5.25 -3.52
H 1.45 -5.90 -1.51
H 1.67 -4.59 -0.36
H 3.07 -5.25 -1.19
F -5.75 -3.66 -0.97
C -4.98 -2.82 -0.18
F -5.58 -1.60 -0.39
C -5.28 -3.19 1.28
F -5.47 -4.50 1.44
F -6.33 -2.58 1.85
F -4.21 -2.86 2.05
Cl -1.22 -6.39 -1.66
Si -2.73 -5.07 -1.17
Cl -2.44 -5.12 1.14
Cl -4.31 -6.40 -1.30
*
```

Properties
LUMO energy (spin up / spin down): 2.232 / -0.572 eV



This record from the OMol25 dataset describes a 2-piece molecular cluster, C4H8NS6 overall in a non-equilibrium geometry. The level of theory is ωB97M-V/def2-TZVPD.

```
! RIJCOSX wB97M-V def2-TZVPD def2/J DEFGRID3
* xyz 1 1
C -1.56 1.09 -0.29
C -0.55 -1.61 -0.08
C 1.18 0.05 -0.64
C 0.00 -0.34 0.17
N 0.24 -0.02 1.60
S -1.76 2.10 0.91
S -0.57 -2.29 -1.59
S -2.09 0.94 -1.88
S -1.52 -2.14 1.43
S 2.72 -0.85 -0.20
S 1.46 1.87 -0.28
H 1.03 -0.04 -1.81
H 1.18 0.45 1.75
H 0.14 -0.86 2.11
H -0.61 0.59 1.89
H -2.76 2.13 -1.93
H -2.23 -3.14 0.90
H 3.38 -0.03 -0.91
H 2.32 2.10 -1.14
*
```

Properties
LUMO energy (spin up / spin down): -5.256 / -5.256 eV



This record from the OMol25 dataset describes C4H18O5 as an isolated structure in a non-equilibrium geometry. The level of theory is ωB97M-V/def2-TZVPD.

```
! RIJCOSX wB97M-V def2-TZVPD def2/J DEFGRID3
* xyz 0 1
O -2.66 1.24 0.80
H -3.27 1.98 0.77
H -3.07 0.57 0.24
O 0.22 2.72 1.35
H 0.03 3.19 0.54
H 1.15 2.90 1.52
O -0.68 0.82 0.50
H -1.47 1.09 0.97
H -0.03 1.49 0.72
C 2.56 -0.09 -1.47
C 1.83 -0.94 -0.45
O 1.46 -0.11 0.62
H 1.94 0.77 -1.70
H 2.83 -0.66 -2.36
H 3.49 0.36 -1.12
H 2.43 -1.71 0.04
H 0.98 -1.48 -0.86
H 0.51 -0.03 0.60
C -0.93 -1.32 -0.97
C -0.74 -1.79 0.44
O -1.47 -0.95 1.32
H -0.53 -1.97 -1.74
H -0.56 -0.30 -1.06
H -1.99 -1.19 -1.23
H 0.32 -1.74 0.67
H -0.94 -2.84 0.67
H -1.40 -0.01 1.16
*
```

Properties
LUMO energy: 0.084 eV



This record from the OMol25 dataset describes a 2-piece molecular cluster, C5H10N2 overall in a non-equilibrium geometry. The level of theory is ωB97M-V/def2-TZVPD.

```
! RIJCOSX wB97M-V def2-TZVPD def2/J DEFGRID3
* xyz 0 1
C -2.87 -1.14 0.95
C -1.65 -0.35 0.55
N -1.56 0.66 -0.18
C 0.47 -1.42 1.31
N -0.48 -0.76 1.21
H -2.44 1.02 -0.54
H -2.90 -2.07 0.39
H -2.83 -1.40 2.01
H -3.77 -0.57 0.75
C 1.93 1.41 -0.60
C 2.57 0.09 -1.01
H 2.38 -0.11 -2.07
H 2.13 1.62 0.45
H 2.31 2.24 -1.20
H 0.85 1.38 -0.74
H 3.65 0.12 -0.86
H 2.18 -0.72 -0.41
*
```

Properties
LUMO energy: 0.555 eV



This record from the OMol25 dataset describes a 19-piece molecular cluster, C23H87N25O19 overall in a non-equilibrium geometry. The level of theory is ωB97M-V/def2-TZVPD.

```
! RIJCOSX wB97M-V def2-TZVPD def2/J DEFGRID3
* xyz -1 2
C 3.77 -2.84 -0.32
O 3.26 -3.92 -0.55
N 5.06 -2.65 -0.15
N 3.12 -1.84 0.11
H 5.66 -3.45 -0.04
H 5.39 -1.74 0.12
H 2.13 -1.86 -0.07
H 3.46 -1.43 0.96
C 2.61 -5.15 4.16
O 2.77 -4.54 5.23
N 3.38 -5.15 3.08
N 1.74 -6.10 3.96
H 4.10 -4.46 2.96
H 3.01 -5.74 2.35
H 1.20 -6.21 4.80
H 1.57 -6.44 3.02
C 3.38 2.16 -3.57
O 2.52 2.75 -2.98
N 3.65 0.93 -3.45
N 4.17 2.67 -4.41
H 4.42 0.49 -3.92
H 3.03 0.41 -2.84
H 4.31 3.67 -4.50
H 4.90 2.12 -4.84
C -2.55 3.43 -2.72
O -2.82 4.35 -1.91
N -1.58 2.62 -2.50
N -3.06 3.29 -3.89
H -1.46 1.90 -3.20
H -0.91 2.78 -1.76
H -3.74 3.95 -4.25
H -2.85 2.42 -4.35
C -0.54 4.87 0.55
O 0.03 4.52 -0.48
N -0.95 4.07 1.51
N -1.33 5.88 0.63
H -0.61 3.12 1.51
H -1.59 4.37 2.23
H -2.02 5.95 1.36
H -0.98 6.72 0.20
C -0.76 0.60 -5.45
O -1.91 0.71 -4.97
N 0.15 -0.09 -4.80
N -0.33 1.18 -6.57
H -0.22 -0.69 -4.07
H 1.05 -0.27 -5.22
H -1.11 1.37 -7.18
H 0.65 1.07 -6.80
C 6.55 0.66 -0.71
O 6.97 -0.38 -0.42
N 5.31 1.09 -0.46
N 7.20 1.65 -1.23
H 5.12 2.08 -0.59
H 4.60 0.46 -0.10
H 6.84 2.58 -1.42
H 8.19 1.45 -1.30
C -3.25 -1.26 2.90
O -3.35 -0.07 2.64
N -4.25 -2.06 2.92
N -2.08 -1.75 3.20
H -5.18 -1.69 2.78
H -4.10 -3.03 3.15
H -1.89 -2.75 3.19
H -1.25 -1.21 3.40
C -1.28 -3.53 -2.85
O -1.08 -2.45 -3.34
N -2.45 -4.17 -2.97
N -0.42 -4.21 -2.15
H -3.13 -3.84 -3.64
H -2.43 -5.15 -2.72
H 0.51 -3.87 -1.96
H -0.77 -5.13 -1.93
C -5.35 2.70 0.36
O -6.19 2.30 1.11
N -5.51 3.58 -0.53
N -4.08 2.24 0.30
H -6.44 3.92 -0.75
H -4.71 4.04 -0.93
H -3.76 1.60 1.01
H -3.38 2.55 -0.35
C 0.78 -0.60 4.77
O -0.06 -0.84 5.58
N 0.85 0.56 4.09
N 1.78 -1.36 4.49
H 1.69 0.90 3.64
H 0.17 1.25 4.36
H 1.79 -2.29 4.89
H 2.51 -1.02 3.88
C -3.46 -0.57 -1.80
C -4.28 -1.30 -2.76
C -5.65 -0.52 -2.90
O -6.60 -0.92 -3.95
C -7.65 0.09 -4.06
N -3.57 -1.44 -3.97
H -3.43 0.49 -2.04
H -2.48 -1.04 -1.72
H -3.85 -0.52 -0.78
H -4.60 -2.29 -2.43
H -5.30 0.49 -3.15
H -6.07 -0.41 -1.90
H -8.43 -0.36 -3.45
H -8.21 0.13 -4.99
H -7.40 1.13 -3.86
H -2.67 -1.87 -3.79
H -3.11 -0.59 -4.27
C 4.69 3.36 2.78
C 3.17 3.39 2.71
C 2.70 4.84 2.54
O 3.26 5.32 1.34
C 3.00 6.71 1.06
N 2.82 2.43 1.59
H 5.22 3.87 1.97
H 5.14 2.37 2.83
H 5.01 3.88 3.68
H 2.66 2.98 3.58
H 2.97 5.49 3.37
H 1.63 5.01 2.45
H 3.10 6.98 0.01
H 3.63 7.41 1.61
H 2.03 7.12 1.35
H 2.92 3.01 0.76
H 1.84 2.20 1.54
C 0.90 0.61 -0.97
C -0.33 0.45 0.00
C -0.52 -1.13 0.29
O 0.60 -1.63 0.99
C 0.50 -2.96 1.42
N 0.07 1.17 1.22
H 1.83 0.32 -0.47
H 1.04 1.63 -1.33
H 0.67 -0.08 -1.78
H -1.21 0.86 -0.50
H -0.52 -1.65 -0.67
H -1.45 -1.20 0.85
H -0.23 -3.61 0.92
H 0.05 -3.13 2.40
H 1.45 -3.49 1.37
H -0.80 1.12 1.73
H 0.74 0.58 1.69
O -1.55 -6.20 1.33
H -1.27 -6.88 1.94
H -1.39 -6.57 0.47
O -0.57 -3.45 6.05
H -0.59 -2.49 6.00
H -0.65 -3.73 5.14
O -1.62 -4.51 3.58
H -1.81 -5.32 4.06
H -1.50 -4.78 2.68
O 3.50 -0.07 2.75
H 4.42 -0.32 2.69
H 3.50 0.88 2.62
O -3.64 -4.71 0.13
H -2.97 -4.05 -0.08
H -3.25 -5.24 0.82
*
```

Properties
LUMO energy (spin up / spin down): 1.240 / 1.239 eV



This record from the OMol25 dataset describes C55H40NO6PRuS2Se3 as an isolated structure in a non-equilibrium geometry. The level of theory is ωB97M-V/def2-TZVPD.

```
! RIJCOSX wB97M-V def2-TZVPD def2/J DEFGRID3
* xyz -1 2
Ru 1.35 -0.14 0.25
Se 3.65 0.58 -0.27
P 3.06 -1.21 -2.11
Se 1.01 -1.84 -1.78
C 3.53 -1.68 -3.81
C 4.28 -0.78 -4.57
C 4.72 -1.14 -5.84
C 4.42 -2.40 -6.35
C 3.66 -3.29 -5.60
C 3.21 -2.94 -4.33
C 4.16 -2.43 -1.26
C 3.78 -3.74 -0.98
C 4.69 -4.63 -0.43
C 5.99 -4.23 -0.16
C 6.38 -2.93 -0.44
C 5.48 -2.03 -0.99
H 4.50 0.20 -4.17
H 5.30 -0.44 -6.43
H 4.77 -2.68 -7.33
H 3.42 -4.27 -5.99
H 2.61 -3.62 -3.75
H 2.76 -4.04 -1.18
H 4.38 -5.65 -0.22
H 6.69 -4.93 0.28
H 7.40 -2.61 -0.24
H 5.78 -1.01 -1.21
C -5.33 -4.22 0.92
C -4.32 -3.11 0.74
C -3.22 -3.27 -0.09
C -2.27 -2.27 -0.22
C -2.44 -1.09 0.48
C -3.54 -0.88 1.30
C -4.48 -1.90 1.42
S -1.17 0.18 0.47
O -1.41 0.94 1.73
C -1.81 1.21 -0.88
C -1.90 0.57 -2.14
C -2.41 1.23 -3.20
C -2.80 2.58 -3.09
C -3.37 3.28 -4.19
C -3.67 4.60 -4.10
C -3.40 5.31 -2.91
C -2.88 4.66 -1.82
C -2.61 3.26 -1.87
C -2.15 2.54 -0.71
C -2.06 3.29 0.60
C -3.25 3.80 1.21
C -4.55 3.46 0.74
C -5.66 4.00 1.33
C -5.54 4.90 2.41
C -4.31 5.21 2.90
C -3.13 4.64 2.34
C -1.85 4.91 2.89
C -0.74 4.35 2.34
C -0.85 3.55 1.18
S 0.57 2.88 0.30
O 1.16 4.10 -0.34
C 1.65 2.49 1.69
C 2.82 3.23 1.82
C 3.73 2.90 2.81
C 3.50 1.82 3.67
C 4.48 1.51 4.77
C 2.34 1.08 3.51
C 1.41 1.39 2.52
H -4.99 -5.13 0.43
H -6.30 -3.94 0.50
H -5.47 -4.44 1.98
H -3.09 -4.21 -0.63
H -1.39 -2.43 -0.83
H -3.63 0.05 1.84
H -5.34 -1.75 2.06
H -1.55 -0.45 -2.24
H -2.51 0.73 -4.16
H -3.56 2.73 -5.11
H -4.12 5.12 -4.94
H -3.59 6.37 -2.86
H -2.66 5.21 -0.92
H -4.65 2.78 -0.09
H -6.65 3.74 0.96
H -6.43 5.33 2.85
H -4.20 5.89 3.74
H -1.77 5.55 3.76
H 0.24 4.52 2.77
H 2.99 4.08 1.17
H 4.64 3.48 2.90
H 5.48 1.30 4.36
H 4.17 0.64 5.35
H 4.58 2.36 5.45
H 2.15 0.23 4.16
H 0.47 0.86 2.49
O 4.86 5.05 -0.75
Se 4.23 3.77 -1.55
O 4.41 3.86 -3.17
O 2.34 1.40 -0.95
O 5.01 2.36 -0.99
N -3.90 -7.93 2.67
C -3.18 -7.04 2.54
C -2.26 -5.94 2.38
C -1.36 -5.94 1.31
C -0.46 -4.90 1.16
C -0.44 -3.83 2.08
C -1.34 -3.86 3.16
C -2.24 -4.90 3.30
C 0.40 -2.70 1.83
C 1.03 -1.71 1.48
H -1.39 -6.74 0.58
H 0.21 -4.86 0.31
H -1.34 -3.04 3.86
H -2.94 -4.90 4.12
*
```

Properties
LUMO energy (spin up / spin down): 0.483 / 0.478 eV